{
  "formula": "C60H163N11O19",
  "method": "ωB97M-V with the def2-TZVPD basis set",
  "symbols": ["C", "C", "C", "O", "C", "N", "H", "H", "H", "H", "H", "H", "H", "H", "H", "H", "H", "C", "C", "C", "O", "C", "N", "H", "H", "H", "H", "H", "H", "H", "H", "H", "H", "H", "C", "C", "C", "O", "C", "N", "H", "H", "H", "H", "H", "H", "H", "H", "H", "H", "H", "C", "C", "C", "O", "C", "N", "H", "H", "H", "H", "H", "H", "H", "H", "H", "H", "H", "C", "C", "C", "O", "C", "N", "H", "H", "H", "H", "H", "H", "H", "H", "H", "H", "H", "C", "C", "C", "O", "C", "N", "H", "H", "H", "H", "H", "H", "H", "H", "H", "H", "H", "C", "C", "C", "O", "C", "N", "H", "H", "H", "H", "H", "H", "H", "H", "H", "H", "H", "C", "C", "C", "O", "C", "N", "H", "H", "H", "H", "H", "H", "H", "H", "H", "H", "H", "C", "C", "O", "H", "H", "H", "H", "H", "H", "C", "C", "O", "H", "H", "H", "H", "H", "H", "C", "C", "O", "H", "H", "H", "H", "H", "H", "C", "C", "O", "H", "H", "H", "H", "H", "H", "C", "C", "O", "H", "H", "H", "H", "H", "H", "C", "O", "C", "C", "N", "C", "C", "O", "C", "H", "H", "H", "H", "H", "H", "H", "H", "H", "H", "H", "H", "H", "H", "H", "C", "O", "C", "C", "N", "C", "C", "O", "C", "H", "H", "H", "H", "H", "H", "H", "H", "H", "H", "H", "H", "H", "H", "H", "C", "O", "C", "C", "N", "C", "C", "O", "C", "H", "H", "H", "H", "H", "H", "H", "H", "H", "H", "H", "H", "H", "H", "H"],
  "positions_angstrom": [[-7.0868, -0.9272, 5.4499], [-5.6960, -0.3047, 5.4186], [-4.7047, -1.3664, 4.9963], [-3.3711, -1.0742, 5.3750], [-2.4930, -2.1011, 5.0354], [-5.7560, 0.9649, 4.6024], [-7.8754, -0.1853, 5.5593], [-7.1010, -1.5589, 6.3430], [-7.2818, -1.5987, 4.6141], [-5.3447, 0.0296, 6.4021], [-4.7631, -1.5995, 3.9273], [-5.0153, -2.2644, 5.5462], [-2.5765, -3.0443, 5.5936], [-1.4924, -1.7659, 5.3271], [-2.4605, -2.3332, 3.9678], [-6.4473, 1.4847, 5.1338], [-4.8593, 1.4027, 4.8155], [4.9501, -1.1740, -2.7535], [4.3743, -0.5587, -4.0410], [4.6448, -1.2121, -5.3921], [6.0185, -0.9969, -5.7213], [6.2774, -1.0669, -7.1051], [2.9369, -0.7392, -3.7961], [4.7680, -2.2513, -2.7978], [4.6450, -0.8275, -1.7679], [6.0430, -1.0821, -2.7633], [4.6629, 0.4950, -4.1125], [4.0039, -0.9194, -6.2333], [4.4654, -2.2972, -5.4172], [7.3628, -0.9658, -7.1416], [5.8315, -0.2182, -7.6365], [6.0034, -1.9591, -7.6777], [2.5576, -0.3262, -2.9583], [2.1774, -0.6677, -4.4764], [-5.4828, -7.9862, 2.3633], [-4.4587, -6.9779, 1.8849], [-4.2536, -5.7508, 2.8199], [-3.7820, -4.5599, 2.1910], [-4.6873, -3.8700, 1.3621], [-3.1828, -7.6967, 1.6141], [-5.3787, -8.9224, 1.8139], [-6.5181, -7.6734, 2.2023], [-5.3620, -8.2523, 3.4155], [-4.7201, -6.5408, 0.9116], [-3.6519, -6.0431, 3.6789], [-5.2765, -5.5626, 3.1680], [-5.0319, -4.4720, 0.5172], [-4.2199, -2.9584, 0.9913], [-5.5830, -3.5324, 1.8937], [-3.2440, -8.1035, 0.6865], [-2.5336, -6.9181, 1.4886], [7.3259, 5.4260, 0.6140], [6.2780, 6.0765, -0.3086], [5.4082, 5.0302, -1.0125], [6.1949, 4.1539, -1.7869], [5.4682, 3.0611, -2.3295], [5.4364, 6.9546, 0.4578], [7.9934, 4.7629, 0.0526], [6.9889, 5.0692, 1.5838], [8.0523, 6.2309, 0.7882], [6.8873, 6.6489, -1.0139], [4.6326, 5.4527, -1.6634], [4.9414, 4.4182, -0.2244], [5.3030, 3.2242, -3.3974], [4.5098, 2.9106, -1.8311], [6.1057, 2.1807, -2.2580], [4.6479, 6.5606, 0.9563], [5.9494, 7.4878, 1.1467], [0.8323, -2.5592, -6.1620], [0.6604, -1.0483, -6.3510], [-0.4330, -0.8305, -7.4052], [-0.7272, 0.5575, -7.6791], [0.3383, 1.3519, -8.1251], [0.3514, -0.4793, -5.0215], [1.6322, -2.7686, -5.4498], [1.1065, -3.0503, -7.0973], [-0.0703, -2.9991, -5.7295], [1.5963, -0.6209, -6.7182], [-1.4143, -1.1988, -7.1111], [-0.0169, -1.2219, -8.3416], [1.0635, 1.6577, -7.3639], [-0.0804, 2.3026, -8.4609], [0.8706, 0.9439, -8.9903], [0.1949, 0.5029, -5.2195], [-0.5164, -0.9355, -4.7611], [-2.9133, -5.6882, -2.1279], [-1.8269, -4.8934, -2.8606], [-2.3924, -3.5797, -3.3584], [-3.1865, -3.7873, -4.5137], [-3.8990, -2.6211, -4.8746], [-0.6969, -4.6981, -1.9227], [-3.4619, -5.0515, -1.4295], [-2.3948, -6.4557, -1.5516], [-3.6453, -6.1082, -2.8172], [-1.4825, -5.4733, -3.7262], [-1.5686, -2.8838, -3.5647], [-2.9650, -3.1286, -2.5394], [-4.8632, -2.8967, -5.2985], [-3.3652, -2.0121, -5.6107], [-4.1104, -1.9621, -4.0299], [-0.0207, -4.1746, -2.4941], [-0.3118, -5.6110, -1.7069], [4.6339, 1.2431, 6.4628], [5.6358, 0.4447, 5.6548], [6.9601, 1.2527, 5.5985], [6.8747, 2.3220, 4.6675], [6.8766, 2.0015, 3.2856], [5.8554, -0.8463, 6.3319], [4.2610, 2.0663, 5.8517], [4.9576, 1.6857, 7.4100], [3.8447, 0.5838, 6.8405], [5.1342, 0.2621, 4.6998], [7.7557, 0.6084, 5.2076], [7.2085, 1.6616, 6.5719], [7.7802, 1.5192, 2.8919], [6.9356, 2.9091, 2.6829], [5.9603, 1.4244, 3.1717], [6.4909, -1.4584, 5.8322], [4.9572, -1.3185, 6.3202], [0.1043, -3.8994, 2.0200], [-0.1975, -5.3803, 1.8164], [-0.4234, -6.0862, 3.1352], [0.7316, -6.1081, 3.9454], [0.4622, -6.4450, 5.2747], [-1.3428, -5.5092, 0.8893], [1.0497, -3.7812, 2.5715], [-0.6729, -3.4492, 2.6410], [0.3327, -3.3212, 1.1252], [0.7289, -5.7731, 1.3817], [-0.7874, -7.0925, 2.8972], [-1.2436, -5.5990, 3.6812], [-0.3125, -7.2060, 5.4115], [0.0984, -5.6299, 5.9172], [1.3761, -6.7611, 5.7755], [-1.2537, -5.0367, -0.0156], [-2.1297, -5.0728, 1.3809], [-2.3517, 3.1589, -3.5831], [-2.5071, 2.0374, -4.6092], [-1.3317, 2.0881, -5.4304], [-2.1035, 4.0700, -4.1222], [-1.4849, 2.9213, -2.9602], [-3.2121, 3.1586, -2.9150], [-3.3831, 2.1969, -5.2408], [-2.5982, 1.0508, -4.1492], [-1.4306, 1.4962, -6.2030], [3.4006, -3.3787, -0.0164], [3.7313, -2.0146, 0.5548], [4.8061, -2.0855, 1.4739], [2.4510, -3.4225, -0.5515], [3.3809, -4.0750, 0.8283], [4.1747, -3.7173, -0.7061], [2.8588, -1.5732, 1.0516], [3.9925, -1.3402, -0.2641], [4.5381, -2.7319, 2.1367], [-0.4735, 2.9341, 6.1251], [-1.6176, 3.9529, 6.4402], [-2.8557, 3.3948, 6.0899], [-0.7736, 2.0155, 6.6389], [0.4055, 3.2190, 6.7119], [-0.1949, 2.7148, 5.0981], [-1.4916, 4.8495, 5.8359], [-1.4880, 4.0897, 7.5155], [-3.3182, 2.9438, 6.7960], [3.1049, -5.0883, -3.5241], [2.2592, -3.9710, -4.1425], [1.5638, -3.3278, -3.0792], [3.8088, -5.3807, -4.3018], [2.4624, -5.9217, -3.2362], [3.5094, -4.6585, -2.6121], [1.4705, -4.2948, -4.8317], [2.9283, -3.3745, -4.7701], [1.7373, -2.3730, -3.1125], [-4.2355, 2.3385, 1.5505], [-3.9067, 0.8288, 1.6131], [-5.1760, 0.1840, 1.7342], [-3.3445, 2.9602, 1.6539], [-5.1070, 2.5689, 2.1543], [-4.5199, 2.4850, 0.5017], [-3.2173, 0.6889, 2.4476], [-3.5227, 0.4729, 0.6609], [-5.3936, 0.2660, 2.6815], [1.3658, 1.1615, -1.2909], [1.3553, -0.1415, -0.7951], [0.1714, -0.8792, -0.9832], [-1.1076, -0.1793, -0.4052], [-0.8926, 0.4333, 0.8719], [-0.8190, -0.5071, 1.9888], [-0.2286, 0.1625, 3.2143], [1.0783, 0.6825, 2.9726], [2.1377, -0.2616, 2.8547], [0.5012, 1.7793, -1.0155], [1.3016, 1.2077, -2.3854], [2.2090, 1.7893, -1.0091], [0.2638, -1.8204, -0.4405], [0.0523, -1.0772, -2.0518], [-1.9000, -0.9286, -0.4254], [-1.3916, 0.5835, -1.1353], [-0.1745, 1.1206, 1.0441], [-0.1999, -1.2928, 1.5500], [-1.7939, -0.8731, 2.3242], [-0.0577, -0.5786, 4.0013], [-0.8167, 1.0403, 3.4796], [2.0902, -0.9768, 3.6847], [3.0212, 0.3398, 3.0750], [2.0841, -0.6515, 1.8376], [-0.3645, 4.4005, 2.2392], [0.6582, 5.2572, 2.7425], [1.0275, 6.2302, 1.8044], [1.8940, 7.3201, 2.4401], [3.2355, 6.9422, 2.8057], [3.2652, 5.9497, 3.8897], [4.7011, 5.5273, 4.1609], [5.5394, 6.6504, 4.4073], [5.2351, 7.3200, 5.5992], [-0.8211, 3.9482, 3.1164], [0.0598, 3.7036, 1.5149], [-1.1622, 4.9723, 1.7541], [0.1511, 6.6981, 1.3374], [1.5746, 5.7229, 0.9932], [1.2833, 7.7610, 3.2459], [1.8423, 8.1711, 1.7538], [3.8333, 7.6509, 3.2170], [2.8597, 4.9723, 3.6126], [2.6981, 6.3088, 4.7553], [5.0561, 4.9232, 3.3254], [4.8146, 4.8554, 5.0211], [5.1066, 6.6476, 6.4538], [4.3663, 7.9832, 5.5253], [6.0601, 7.9739, 5.8866], [-4.8628, -0.1145, -1.7319], [-5.7163, -0.2199, -2.8406], [-6.8072, 0.6830, -2.7501], [-6.5350, 2.1698, -2.9506], [-6.1148, 2.4010, -4.3387], [-5.5415, 3.7356, -4.5119], [-5.1264, 4.0893, -5.9233], [-6.3150, 4.3474, -6.6586], [-6.0659, 4.5257, -8.0428], [-5.3808, -0.4131, -0.8082], [-4.3979, 0.8544, -1.5389], [-4.1236, -0.9171, -1.7571], [-7.2345, 0.3945, -1.7816], [-7.6096, 0.5142, -3.4741], [-5.8504, 2.6128, -2.2214], [-7.4746, 2.6444, -2.6317], [-6.9649, 2.3932, -4.8952], [-4.6077, 3.8256, -3.9433], [-6.1297, 4.5313, -4.0407], [-4.4826, 3.3361, -6.3995], [-4.4557, 4.9529, -6.0328], [-5.3841, 5.3635, -8.2126], [-6.9858, 4.7011, -8.5947], [-5.6219, 3.6015, -8.4251]],
  "mulliken_charge": [-1.5110, 0.3882, -0.2962, -0.3743, -0.6863, -0.5868, 0.4523, 0.4112, 0.2408, 0.3636, 0.0346, 0.4957, 0.4464, 0.3036, 0.0146, 0.3155, 0.0710, -1.4339, 0.6031, -0.4328, -0.3876, -0.8199, 0.8447, 0.0382, 0.3580, 0.5649, 0.0674, 0.2929, 0.0807, 0.2957, 0.3244, 0.2989, -0.1661, 0.0158, -1.6426, 0.9841, -1.2370, 0.0425, -0.9455, -0.7853, 0.4130, 0.3985, 0.3137, -0.0316, 0.4765, 0.4410, 0.3221, 0.1865, 0.2375, 0.3081, 0.2957, -1.2488, 0.4560, -0.6646, -0.3891, -0.2558, -0.6654, 0.3617, 0.0759, 0.4410, 0.2223, 0.4297, 0.2856, 0.2961, -0.1010, 0.2870, 0.1000, 0.3322, -0.4123, 0.6160, -0.9380, -0.4143, -0.7243, -0.3356, -0.9319, 0.5229, 0.2060, 0.1920, 0.0857, 0.4318, 0.2397, 0.2817, 0.3759, 0.1171, -0.3030, -1.5953, 0.4194, 0.9263, -0.5169, 0.0738, 0.2346, 0.1319, 0.4558, 0.4924, 0.4981, -0.5937, -0.1338, 0.3532, -0.0641, -0.1537, -0.8261, 0.3950, -1.4413, 1.3699, -0.8101, -0.2533, -0.0212, -0.8054, 0.2220, 0.3292, 0.3946, -0.3008, 0.3591, 0.2869, 0.3078, -0.1729, 0.0616, 0.2703, 0.2743, 0.2697, 0.4497, -0.8300, -0.4121, -0.8162, 0.0370, 0.3484, -0.3505, -0.5451, 0.6727, 0.5694, 0.0487, 0.3506, 0.2617, 0.3115, 0.2902, -0.1094, -1.4630, 0.7452, -0.5868, 0.4744, 0.2313, 0.3267, -0.0603, -0.0275, 0.3006, -0.5514, 2.0590, -0.6115, -0.2129, 0.4334, 0.3180, -0.9600, -1.5079, 0.3664, -0.6856, -0.4267, -0.4505, 0.3456, 0.4407, -0.0483, 0.2195, 0.3733, 0.2702, -1.3433, 0.1068, 0.9936, 0.3986, 0.3451, 0.1083, 0.4653, -0.0919, -0.6514, -0.9161, 2.1286, -0.6795, 0.0546, 0.3749, 0.0270, 0.0809, -1.1284, 0.1722, -0.7805, 0.2508, 1.2651, -1.7855, 0.8604, 0.9720, -0.9391, -0.2464, 0.5304, 0.0704, 0.2107, 0.1026, -0.8804, -0.3343, 0.1087, 0.5716, 0.2708, -0.9150, 0.0187, 0.2151, 0.1832, 0.3779, -0.1124, 0.0536, -0.8013, -0.1418, -0.5762, -1.0499, 0.0799, -0.5190, -0.3092, -0.3762, -0.7914, 0.0184, 0.3194, 0.4541, 0.4685, 0.3236, 0.4181, 0.4904, 0.2438, 0.1934, 0.2470, 0.0091, 0.4228, 0.3167, 0.2840, 0.2786, -0.1988, -0.3421, -0.8125, -0.5364, -0.1311, -0.4632, -0.7684, -0.3474, -0.7561, 0.5326, 0.0809, -0.3205, 0.4829, 0.3262, 0.4286, 0.2704, 0.2871, 0.1566, 0.5549, 0.3568, 0.4260, 0.2833, 0.2638, 0.3081],
  "e_tot_ha": -4415.19477,
  "homo_lumo_gap_ev": 8.830,
  "lumo_energy_ev": 0.46
}